An isolated ion of composition C28H39N2O3 and charge +1. Source: OMol25; level of theory: wB97M-V/def2-TZVPD.

The geometry in XYZ format:
```
72
Properties=species:S:1:pos:R:3:forces:R:3
C 1.652 -4.110 2.362 -0.073 0.084 -0.205
C 0.792 -3.922 1.119 -0.055 -0.231 0.076
C -0.623 -4.474 1.303 0.058 0.162 0.060
C -1.550 -3.557 2.105 0.052 -0.073 -0.376
C -2.106 -2.406 1.269 -0.178 -0.107 0.392
C -3.116 -1.572 2.054 0.181 0.209 -0.296
C -3.691 -0.392 1.266 -0.131 -0.351 0.024
C -4.517 -0.841 0.061 -0.002 0.312 0.079
C -5.281 0.292 -0.629 0.441 -0.126 -0.248
C -4.376 1.410 -1.140 -0.625 0.267 0.554
H -4.924 2.074 -1.814 0.156 -0.046 0.060
H -3.959 1.998 -0.319 -0.046 -0.081 -0.167
O -3.287 0.840 -1.893 -0.119 -0.369 -0.332
C -2.071 1.211 -1.601 0.712 -0.015 -0.179
O -1.727 2.072 -0.833 -0.098 0.045 0.044
C -1.032 0.360 -2.365 -0.750 -0.006 0.305
N 0.253 0.996 -2.284 0.482 0.105 0.394
C 0.926 1.266 -1.153 0.194 -0.176 0.099
N 1.989 2.025 -1.423 -0.600 -0.465 -0.156
C 2.007 2.286 -2.777 -0.507 -0.151 -0.832
C 2.879 3.028 -3.565 -0.039 -0.055 0.084
C 2.598 3.094 -4.914 0.050 0.010 0.093
C 1.488 2.448 -5.465 -0.090 -0.062 0.033
C 0.616 1.711 -4.690 -0.021 -0.008 0.067
C 0.890 1.638 -3.330 0.729 0.535 -0.172
H -0.235 1.219 -5.132 -0.099 -0.061 -0.055
H 1.309 2.529 -6.525 -0.031 -0.005 -0.099
H 3.248 3.660 -5.562 0.073 0.059 -0.046
H 3.733 3.532 -3.146 0.106 0.067 0.050
C 2.949 2.546 -0.485 0.445 0.354 0.629
H 2.966 1.928 0.409 0.011 0.068 -0.128
H 3.937 2.537 -0.942 -0.052 -0.045 -0.001
H 2.691 3.572 -0.217 0.008 -0.045 -0.059
C 0.566 0.777 0.209 -0.303 0.017 0.523
O 1.701 0.190 0.794 0.088 -0.167 -0.084
C 1.600 -0.230 2.115 0.058 -0.005 0.058
C 2.772 -0.748 2.655 -0.108 0.067 -0.075
C 2.806 -1.202 3.962 -0.077 0.130 -0.133
C 1.643 -1.129 4.725 -0.081 0.029 0.002
C 0.483 -0.612 4.187 0.077 -0.069 0.116
C 0.448 -0.153 2.878 -0.075 0.113 -0.360
H -0.472 0.252 2.488 -0.127 0.044 -0.093
H -0.413 -0.558 4.787 -0.088 0.011 0.058
H 1.654 -1.482 5.745 -0.006 -0.039 0.132
C 4.058 -1.771 4.549 0.016 -0.035 0.011
H 3.916 -2.826 4.778 0.049 -0.083 0.021
H 4.307 -1.262 5.478 0.069 0.005 0.054
H 4.894 -1.675 3.861 0.091 -0.019 -0.006
H 3.650 -0.793 2.030 0.143 -0.028 -0.074
H 0.212 1.635 0.803 -0.024 -0.165 -0.150
H -0.255 0.052 0.141 0.057 0.174 0.005
H -1.329 0.260 -3.408 0.095 -0.039 0.112
H -1.008 -0.638 -1.916 -0.003 0.082 -0.100
H -5.836 -0.128 -1.469 -0.114 0.053 0.006
H -5.996 0.740 0.062 -0.070 0.058 -0.024
H -5.245 -1.582 0.394 0.010 -0.105 -0.036
H -3.872 -1.323 -0.676 -0.051 -0.107 0.011
H -2.871 0.257 0.943 0.055 0.136 0.023
H -4.329 0.193 1.932 0.017 0.139 0.001
H -2.632 -1.192 2.957 -0.013 -0.041 0.111
H -3.937 -2.218 2.372 -0.038 -0.035 0.098
H -2.584 -2.822 0.380 0.035 -0.006 -0.098
H -1.282 -1.766 0.940 0.068 0.079 -0.106
H -2.390 -4.145 2.479 -0.037 0.027 0.100
H -1.017 -3.156 2.969 -0.019 0.020 0.142
H -1.075 -4.658 0.325 -0.056 -0.077 -0.002
H -0.550 -5.438 1.810 -0.004 -0.099 -0.057
H 0.751 -2.860 0.867 0.012 0.098 -0.112
H 1.268 -4.441 0.283 0.014 0.082 -0.057
H 1.218 -3.599 3.217 -0.003 0.055 0.156
H 2.649 -3.708 2.199 0.131 0.019 0.076
H 1.742 -5.167 2.601 0.029 -0.122 0.060
```
Forces are in eV/Å.

Computed properties:
relative energy (zero: lowest compared OMol25 entry of this formula, charge and spin) = 2.1 kcal/mol
charge = +1
maximum force = 0.99 eV/Å
multiplicity = 1
E = -1425.4095 Ha